<1>
{"formula": "C5H7NOS", "method": "ωB97M-V/def2-TZVPD", "homo_lumo_gap_ha": 0.3029, "smiles": "C/C=C(\\C=O)NC=S", "homo_energy_ev": -8.62, "species": ["S", "O", "N", "C", "C", "C", "C", "C", "H", "H", "H", "H", "H", "H", "H"], "positions_angstrom": [[-3.27, -0.02, 0.06], [1.65, -2.19, 0.15], [-0.86, -1.34, -0.05], [1.46, -0.97, -0.04], [-0.08, 0.97, -0.12], [0.12, -0.35, -0.15], [1.08, 1.96, 0.09], [-2.21, -1.26, -0.02], [-1.09, 1.41, -0.06], [0.65, 2.71, 0.83], [2.08, 1.47, 0.43], [1.26, 2.55, -0.83], [-2.54, -2.30, -0.10], [2.29, -0.34, -0.21], [-0.53, -2.32, 0.03]], "lowdin_charge": [0.623, 0.026, -0.009, -0.154, -0.067, -0.249, -0.088, -0.706, 0.052, 0.095, 0.092, 0.076, 0.063, 0.092, 0.153]}


<2>
{"formula": "C5H7NOS", "method": "ωB97M-V/def2-TZVPD", "homo_lumo_gap_ha": [0.2788, 0.2788], "homo_energy_ev": [-8.54, -8.55], "species": ["S", "O", "N", "C", "C", "C", "C", "C", "H", "H", "H", "H", "H", "H", "H"], "positions_angstrom": [[-2.72, -1.53, 0.11], [-4.25, 1.19, -0.52], [-3.50, 0.71, 0.26], [1.46, 0.42, 0.09], [-0.99, 0.71, 0.35], [2.37, -0.81, -0.28], [0.01, -0.08, -0.04], [-2.25, 0.11, 0.23], [1.68, 0.70, 1.14], [-0.05, -1.09, -0.54], [3.46, -0.61, -0.15], [1.47, 1.35, -0.51], [-0.81, 1.74, 0.75], [2.03, -1.60, 0.37], [2.11, -1.20, -1.25]], "lowdin_charge": [0.683, 0.041, -0.139, -0.222, -0.123, -0.103, -0.108, -0.721, 0.114, 0.109, 0.082, 0.116, 0.147, 0.066, 0.059]}


Most stable one: <1>, least stable one: <2>.


<1>
{"formula": "C5H7NOS", "method": "ωB97M-V/def2-TZVPD", "homo_lumo_gap_ha": 0.2682, "smiles": "CC(=S)/C=C(\\N)C=O", "homo_energy_ev": -8.47, "species": ["S", "O", "N", "C", "C", "C", "C", "C", "H", "H", "H", "H", "H", "H", "H"], "positions_angstrom": [[2.52, -0.92, -0.03], [-2.49, -1.65, 0.22], [-1.48, 1.71, -0.06], [-1.28, 0.33, -0.13], [1.45, 1.64, 0.28], [-0.13, -0.36, -0.25], [1.23, 0.13, -0.03], [-2.51, -0.46, 0.06], [-0.28, -1.43, -0.59], [1.52, 2.19, -0.68], [2.37, 1.64, 0.87], [-2.42, 1.95, -0.37], [-3.55, 0.06, 0.12], [-0.81, 2.21, -0.67], [0.60, 1.84, 0.92]], "lowdin_charge": [0.672, 0.072, 0.091, -0.298, -0.117, -0.111, -0.775, -0.223, 0.132, 0.097, 0.057, 0.092, 0.146, 0.107, 0.057]}


<2>
{"formula": "C5H7NOS", "method": "ωB97M-V/def2-TZVPD", "homo_lumo_gap_ha": 0.2791, "homo_energy_ev": -8.69, "species": ["S", "O", "N", "C", "C", "C", "C", "C", "H", "H", "H", "H", "H", "H", "H"], "positions_angstrom": [[-3.05, -0.29, -0.01], [1.94, -0.82, -0.30], [0.48, 0.95, 0.78], [0.02, 1.09, -0.62], [0.60, -1.10, 0.07], [-1.31, -0.63, 0.13], [-0.25, -0.37, -0.97], [-0.06, -0.36, 1.11], [0.82, 1.52, -1.43], [-0.05, 1.80, 1.13], [-0.86, 1.75, -0.71], [0.31, -2.20, 0.26], [-0.13, -0.61, 2.21], [2.06, -0.12, 0.35], [-0.51, -0.61, -2.00]], "lowdin_charge": [0.574, -0.003, -0.017, -0.188, -0.382, -0.519, -0.221, -0.256, 0.167, 0.152, 0.107, 0.191, 0.173, 0.074, 0.147]}


Most stable one: <1>, least stable one: <2>.


<1>
{"formula": "BrH2OP", "method": "ωB97M-V/def2-TZVPD", "homo_lumo_gap_ha": 0.3732, "smiles": "OPBr", "homo_energy_ev": -9.64, "species": ["Br", "P", "O", "H", "H"], "positions_angstrom": [[0.55, 1.72, 1.97], [0.11, -0.23, 0.99], [-0.44, 0.22, -0.48], [1.26, -0.36, 0.30], [-1.35, 0.44, -0.39]], "lowdin_charge": [0.154, 0.406, -0.450, -0.114, 0.005]}


<2>
{"formula": "BrH2OP", "method": "ωB97M-V/def2-TZVPD", "homo_lumo_gap_ha": [0.2637, 0.2418], "homo_energy_ev": [-9.48, -9.31], "species": ["Br", "P", "O", "H", "H"], "positions_angstrom": [[-0.55, -2.52, 0.52], [-0.76, 0.61, -0.28], [0.71, 1.10, 0.14], [-0.21, -0.13, -1.48], [0.81, 0.94, 1.10]], "lowdin_charge": [-0.332, 0.821, -0.464, -0.087, 0.062]}


Most stable one: <1>, least stable one: <2>.


<1>
{"formula": "C6H8", "method": "ωB97M-V/def2-TZVPD", "homo_lumo_gap_ha": 0.3925, "smiles": "C#CCC(=C)C", "homo_energy_ev": -9.66, "species": ["C", "C", "C", "C", "C", "C", "H", "H", "H", "H", "H", "H", "H", "H"], "positions_angstrom": [[-0.06, 0.42, 1.06], [0.12, -0.73, 0.08], [0.12, 2.83, -0.08], [1.03, -1.67, 0.30], [0.03, 1.73, 0.42], [-0.79, -0.73, -1.12], [1.13, -2.51, -0.38], [1.69, -1.63, 1.17], [-1.05, 0.33, 1.54], [-0.68, 0.19, -1.71], [-0.58, -1.58, -1.78], [-1.84, -0.78, -0.82], [0.18, 3.79, -0.54], [0.69, 0.35, 1.86]], "lowdin_charge": [-0.188, -0.380, 0.110, 0.038, -0.146, -0.065, 0.062, 0.066, 0.126, 0.073, 0.077, 0.086, 0.023, 0.118]}


<2>
{"formula": "C6H8", "method": "ωB97M-V/def2-TZVPD", "homo_lumo_gap_ha": 0.2701, "homo_energy_ev": -7.97, "species": ["C", "C", "C", "C", "C", "C", "H", "H", "H", "H", "H", "H", "H", "H"], "positions_angstrom": [[2.02, 0.27, 1.05], [-0.15, 1.74, -0.86], [-0.18, -1.41, 0.74], [-0.03, 0.35, -0.37], [0.79, -0.23, 0.57], [-0.92, -0.85, -0.50], [0.81, 2.26, -0.76], [0.20, -2.44, 0.70], [-0.54, 1.81, -1.88], [-0.69, -1.41, -1.41], [-0.79, -1.30, 1.64], [-0.87, 2.25, -0.21], [-2.00, -0.68, -0.46], [2.39, -0.42, 1.83]], "lowdin_charge": [0.130, -0.026, -0.125, -0.215, -0.349, -0.115, 0.082, 0.101, 0.085, 0.124, 0.105, 0.102, 0.113, -0.013]}


Most stable one: <1>, least stable one: <2>.


<1>
{"formula": "C6H8", "method": "ωB97M-V/def2-TZVPD", "homo_lumo_gap_ha": 0.3882, "smiles": "C=C[C@H]1C=CC1", "homo_energy_ev": -9.29, "species": ["C", "C", "C", "C", "C", "C", "H", "H", "H", "H", "H", "H", "H", "H"], "positions_angstrom": [[1.80, -0.46, 0.15], [-1.29, -0.16, 0.64], [-1.15, -0.78, -0.74], [-0.53, 0.28, -1.26], [1.10, 0.59, 0.58], [-0.29, 0.93, 0.08], [1.47, -1.07, -0.70], [-0.12, 0.52, -2.24], [-2.30, 0.22, 0.81], [-0.95, -0.71, 1.52], [1.50, 1.20, 1.39], [2.71, -0.77, 0.65], [-0.56, 1.98, 0.25], [-1.40, -1.77, -1.12]], "lowdin_charge": [0.001, -0.132, -0.086, -0.085, -0.148, -0.297, 0.057, 0.107, 0.101, 0.105, 0.097, 0.052, 0.129, 0.098]}


<2>
{"formula": "C6H8", "method": "ωB97M-V/def2-TZVPD", "homo_lumo_gap_ha": [0.2829, 0.2830], "homo_energy_ev": [-8.13, -8.13], "species": ["C", "C", "C", "C", "C", "C", "H", "H", "H", "H", "H", "H", "H", "H"], "positions_angstrom": [[0.82, -1.48, 0.40], [-0.34, 0.26, -0.64], [-0.20, -1.22, -0.44], [1.58, -0.27, 0.75], [1.11, 0.69, -0.31], [-1.19, 0.80, 0.54], [-1.39, 1.87, 0.42], [-0.76, 0.55, -1.61], [1.78, 0.49, -1.15], [-0.89, -1.95, -0.87], [-2.14, 0.27, 0.67], [-0.60, 0.67, 1.45], [1.20, 1.76, -0.06], [1.02, -2.45, 0.84]], "lowdin_charge": [-0.147, -0.355, -0.034, 0.032, -0.237, -0.061, 0.080, 0.133, 0.126, 0.115, 0.079, 0.083, 0.102, 0.084]}


<3>
{"formula": "C6H8", "method": "ωB97M-V/def2-TZVPD", "homo_lumo_gap_ha": 0.3183, "homo_energy_ev": -7.78, "species": ["C", "C", "C", "C", "C", "C", "H", "H", "H", "H", "H", "H", "H", "H"], "positions_angstrom": [[-1.66, -2.32, 0.57], [-0.24, 1.28, 0.26], [1.06, 1.26, -0.60], [-0.19, -0.21, 0.16], [1.22, -0.25, -0.32], [-1.03, -1.20, 0.28], [0.83, 1.44, -1.65], [1.87, 1.91, -0.25], [-2.27, -2.76, -0.25], [-1.72, -1.18, 1.33], [1.92, -0.48, 0.49], [-1.12, 1.79, -0.16], [1.42, -0.93, -1.16], [-0.08, 1.65, 1.28]], "lowdin_charge": [0.045, -0.127, -0.159, -0.293, -0.126, -0.196, 0.106, 0.097, 0.049, 0.164, 0.113, 0.106, 0.111, 0.110]}


Most stable one: <1>, least stable one: <3>.


<1>
{"formula": "C6H8", "method": "ωB97M-V/def2-TZVPD", "homo_lumo_gap_ha": 0.3447, "smiles": "C1=CCCCC=1", "homo_energy_ev": -8.57, "species": ["C", "C", "C", "C", "C", "C", "H", "H", "H", "H", "H", "H", "H", "H"], "positions_angstrom": [[-0.68, 0.52, 1.07], [0.08, -0.78, 0.69], [-1.41, 0.77, -0.24], [-0.58, 0.90, -1.25], [1.06, -0.58, -0.50], [0.63, 0.49, -1.56], [0.76, -1.18, 1.46], [0.02, 1.32, 1.33], [-1.38, 0.41, 1.91], [1.95, -0.14, -0.01], [-0.68, -1.57, 0.53], [1.35, -1.59, -0.83], [1.29, 1.03, -2.25], [-2.42, 0.40, -0.36]], "lowdin_charge": [-0.180, -0.205, -0.122, -0.056, -0.184, -0.086, 0.107, 0.112, 0.102, 0.107, 0.113, 0.101, 0.094, 0.099]}


<2>
{"formula": "C6H8", "method": "ωB97M-V/def2-TZVPD", "homo_lumo_gap_ha": 0.3767, "smiles": "C1=C[C@H]2C[C@H]2C1", "homo_energy_ev": -9.00, "species": ["C", "C", "C", "C", "C", "C", "H", "H", "H", "H", "H", "H", "H", "H"], "positions_angstrom": [[-0.20, -0.87, -1.06], [-0.76, 0.53, -1.21], [0.43, -0.85, 0.32], [-0.05, -0.20, 1.60], [0.72, 0.60, 0.60], [-0.19, 1.35, -0.33], [-1.49, 0.80, -1.97], [1.75, 0.92, 0.72], [-1.07, 0.11, 1.81], [0.49, -0.55, 2.48], [-0.40, 2.41, -0.24], [-0.87, -1.69, -1.32], [1.21, -1.59, 0.50], [0.67, -0.94, -1.73]], "lowdin_charge": [-0.158, -0.088, -0.242, -0.074, -0.252, -0.074, 0.099, 0.131, 0.105, 0.098, 0.102, 0.105, 0.129, 0.119]}


Most stable one: <2>, least stable one: <1>.